{"formula": "C9H14N2O2S2", "method": "the ωB97M-V functional and the def2-TZVPD basis", "lumo_energy_ev": -0.2094, "total_charge": 0, "orbital_gap_ev": 8.458, "e_above_lowest_kj_mol": 0.00, "elements": ["C", "C", "C", "C", "C", "C", "C", "C", "C", "N", "N", "O", "O", "S", "S", "H", "H", "H", "H", "H", "H", "H", "H", "H", "H", "H", "H", "H", "H"], "coordinates": [[2.0508, 1.4262, -0.0644], [3.6046, -0.3345, -0.0477], [0.3880, -0.6777, 0.0373], [1.4571, -0.2981, 0.9947], [1.0942, 0.1138, 2.3880], [-2.5308, -1.4428, -0.3830], [-2.8029, 1.0296, 0.0152], [-1.5459, 0.2215, -2.0022], [-1.8916, -0.0637, -0.5424], [3.2107, 0.9419, -0.4500], [2.7174, -0.9127, 0.7818], [0.5643, -1.4565, -0.8712], [-0.7151, 0.0145, 0.2997], [1.1611, 2.7239, -0.1952], [5.0394, -0.9536, -0.5200], [0.3935, 0.9429, 2.3457], [1.9795, 0.4140, 2.9409], [0.6109, -0.7095, 2.9172], [-1.8481, -2.2134, -0.7324], [-2.7638, -1.6246, 0.6641], [-3.4476, -1.4946, -0.9623], [-2.3219, 1.9994, -0.0839], [-2.9956, 0.8490, 1.0692], [-3.7456, 1.0408, -0.5217], [-1.0224, 1.1719, -2.0817], [-0.9132, -0.5623, -2.4098], [-2.4613, 0.2696, -2.5840], [3.8597, 1.4645, -1.0312], [2.8747, -1.8794, 1.0294]], "mulliken_charge": [0.1815, -0.0190, 0.5682, 0.4200, -1.4135, -1.6672, -1.6658, -1.5170, 1.5090, -0.0504, -0.0081, -0.6404, -0.1995, -0.2727, -0.3870, 0.2895, 0.3772, 0.3646, 0.3733, 0.3735, 0.4556, 0.3461, 0.3870, 0.4329, 0.3086, 0.3750, 0.4681, 0.3332, 0.2773]}

=====

{"formula": "C33H52BF24O3", "method": "the ωB97M-V functional and the def2-TZVPD basis", "lumo_energy_ev": 1.8397, "total_charge": -1, "orbital_gap_ev": 6.110, "elements": ["B", "C", "C", "C", "C", "C", "C", "C", "C", "C", "C", "C", "C", "C", "C", "C", "C", "C", "C", "H", "H", "H", "H", "H", "H", "H", "H", "H", "H", "H", "H", "H", "H", "H", "H", "H", "H", "H", "H", "H", "H", "H", "H", "H", "H", "H", "H", "H", "H", "H", "H", "H", "H", "H", "H", "H", "H", "H", "H", "C", "C", "C", "F", "F", "F", "F", "O", "C", "C", "F", "F", "F", "F", "H", "H", "H", "H", "C", "C", "C", "F", "F", "F", "F", "O", "C", "C", "F", "F", "F", "F", "H", "H", "H", "H", "C", "C", "C", "F", "F", "F", "F", "O", "C", "C", "F", "F", "F", "F", "H", "H", "H", "H"], "coordinates": [[3.9183, -4.4173, 1.2621], [4.4092, -2.9319, 1.8242], [3.2861, -2.1380, 2.6066], [3.4366, -0.5904, 2.2873], [2.4394, -0.1901, 1.1204], [3.2575, 0.2610, -0.1259], [2.2163, 0.7212, -1.2286], [1.4268, -0.5232, -1.8018], [0.0081, -0.6223, -1.1229], [-1.0679, -1.1887, -2.1171], [-1.5425, -2.6399, -1.8273], [-2.2788, -2.9146, -0.4631], [-2.6876, -1.6930, 0.4313], [-4.0947, -2.0040, 1.1172], [-4.1168, -1.8644, 2.6777], [-4.0512, -0.3974, 3.2393], [-2.6048, 0.2211, 3.3791], [-2.5228, 1.5240, 2.4885], [-1.0696, 1.5992, 1.8601], [4.2054, -4.4819, 0.0814], [2.7037, -4.5217, 1.2995], [4.4499, -5.3448, 1.8257], [5.2642, -3.1144, 2.5237], [4.7531, -2.3113, 0.9648], [3.4165, -2.2732, 3.7096], [2.2808, -2.5251, 2.3195], [4.4763, -0.3650, 1.9586], [3.2232, -0.0142, 3.2173], [1.8476, -1.0984, 0.8677], [1.7036, 0.5788, 1.4529], [3.8812, -0.5374, -0.5755], [3.9150, 1.1385, 0.0629], [2.7611, 1.2027, -2.0761], [1.5187, 1.4947, -0.8253], [1.3318, -0.3670, -2.9023], [1.9478, -1.4834, -1.6034], [-0.3037, 0.4229, -0.8953], [0.0056, -1.2189, -0.1906], [-0.6183, -1.1879, -3.1401], [-1.9456, -0.4992, -2.1848], [-0.6432, -3.3006, -1.8746], [-2.1945, -2.9854, -2.6689], [-3.1735, -3.5425, -0.6924], [-1.6102, -3.5699, 0.1439], [-2.8121, -0.7255, -0.0905], [-1.9236, -1.5977, 1.2354], [-4.4497, -3.0269, 0.8579], [-4.8379, -1.3080, 0.6531], [-5.1091, -2.2624, 3.0121], [-3.3615, -2.5339, 3.1533], [-4.4515, -0.4651, 4.2827], [-4.7515, 0.2778, 2.6980], [-2.4839, 0.5707, 4.4343], [-1.7835, -0.4953, 3.1948], [-3.2434, 1.4601, 1.6458], [-2.7682, 2.4234, 3.0895], [-0.3892, 1.9357, 2.6698], [-1.0683, 2.2826, 0.9879], [-0.7952, 0.5712, 1.5648], [-4.8728, -2.3075, -4.1554], [-5.3373, -3.5852, -4.8986], [-4.7077, -3.8897, -6.2630], [-4.9566, -2.9463, -7.1838], [-5.2217, -5.0455, -6.7549], [-6.6858, -3.5720, -4.9896], [-5.0212, -4.6320, -4.0870], [-5.7048, -1.1348, -4.2309], [-5.5883, -0.2332, -5.2965], [-6.8689, -0.1553, -6.1342], [-7.1984, -1.3473, -6.6593], [-6.6994, 0.7028, -7.1663], [-4.4990, -0.5031, -6.0263], [-5.3737, 0.9759, -4.7421], [-4.9003, -2.5650, -3.0949], [-3.8274, -2.0723, -4.3558], [-3.6253, -4.0147, -6.1750], [-7.7066, 0.1886, -5.5240], [2.4011, 5.3009, -4.5163], [3.0292, 4.3679, -3.4500], [4.2379, 4.9057, -2.6746], [5.2931, 5.1746, -3.4595], [4.6551, 3.9788, -1.7818], [3.3119, 3.1801, -4.0222], [2.0497, 4.1228, -2.5362], [2.7385, 5.0975, -5.9005], [3.8759, 5.6916, -6.4624], [4.8981, 4.6554, -6.9414], [5.3187, 3.8680, -5.9401], [5.9880, 5.2774, -7.4472], [4.3978, 6.5968, -5.6240], [3.4433, 6.3859, -7.5345], [1.3327, 5.0810, -4.4871], [2.4783, 6.3524, -4.2391], [3.9760, 5.8115, -2.1209], [4.4652, 4.0176, -7.7149], [2.4280, 1.7968, 7.2728], [2.1321, 1.0703, 5.9361], [0.6777, 0.6907, 5.6322], [0.1614, -0.1724, 6.5212], [0.6038, 0.0818, 4.4271], [2.9352, -0.0052, 5.8420], [2.5196, 1.9260, 4.9495], [2.9429, 1.0317, 8.3773], [2.0815, 0.3672, 9.2597], [2.2670, -1.1534, 9.2213], [2.0399, -1.6528, 7.9990], [1.3938, -1.7487, 10.0674], [0.8131, 0.7478, 9.0562], [2.4050, 0.8030, 10.4954], [3.2473, 2.4803, 7.0439], [1.6048, 2.4411, 7.5824], [0.0390, 1.5782, 5.5975], [3.2834, -1.4245, 9.5147]], "mulliken_charge": [0.2539, -0.8453, -0.2494, -0.5363, 1.4359, -1.2218, -0.1912, -0.7011, 0.6952, -1.0770, -0.5630, -0.9961, 0.5691, -0.7976, -0.8364, -1.0217, -0.0720, -0.8888, -0.4580, -0.2526, -0.2591, -0.2201, 0.1208, 0.0568, 0.2731, 0.1523, 0.6009, -0.3892, -0.4453, -0.2792, 0.1835, 0.3912, -0.0453, 0.3481, 0.5381, 0.2032, -0.1243, -0.1496, 0.4261, 0.3674, 0.2989, 0.2104, 0.3655, 0.2910, 0.2549, -0.2771, 0.4420, 0.2472, 0.3866, 0.2872, 0.3485, 0.3982, 0.3991, 0.1820, 0.4247, 0.4108, 0.1234, 0.4002, -0.2057, -0.6460, 0.9713, 0.0979, -0.2239, -0.2764, -0.2945, -0.3150, -0.4044, 0.7983, 0.2028, -0.2188, -0.2628, -0.2811, -0.2949, 0.2909, 0.3719, 0.2848, 0.2185, -0.8003, 1.0677, 0.0325, -0.2302, -0.2290, -0.2872, -0.3229, -0.3986, 0.7928, 0.2034, -0.2073, -0.2647, -0.2831, -0.3044, 0.4116, 0.3191, 0.2747, 0.2346, -0.9479, 1.0851, 0.1099, -0.2735, -0.2067, -0.2379, -0.3267, -0.4074, 0.7884, 0.1854, -0.1903, -0.2643, -0.2813, -0.3081, 0.4158, 0.3394, 0.2808, 0.2295]}

=====

{"formula": "C5H7F2N", "method": "the ωB97M-V functional and the def2-TZVPD basis", "lumo_energy_ev": [0.6249, 0.6252], "total_charge": 0, "orbital_gap_ev": [8.360, 8.362], "e_above_lowest_kj_mol": 297.70, "elements": ["C", "C", "C", "C", "C", "N", "F", "F", "H", "H", "H", "H", "H", "H", "H"], "coordinates": [[0.9267, 0.7772, 0.7265], [-1.3220, 0.4650, -1.4869], [1.7702, -0.4587, 0.5435], [-0.1849, -0.1334, 0.2041], [-1.6018, 0.0459, -0.0998], [0.6689, -1.1907, -0.1375], [-2.2297, 1.0188, 0.6932], [-2.3896, -1.0845, -0.0417], [0.8798, 1.1875, 1.6963], [1.0585, 1.5983, 0.0299], [-1.5315, 1.5084, -1.7262], [-0.8980, -0.3807, -2.0703], [2.5852, -0.5972, -0.1298], [2.0586, -0.7784, 1.4995], [0.2097, -1.9776, 0.2993]], "mulliken_charge": [-0.5045, -1.1268, -0.3809, -0.2318, 1.2479, -0.4029, -0.3029, -0.2905, 0.2810, 0.2242, 0.3305, 0.3239, 0.2918, 0.2495, 0.2915]}

=====

{"formula": "C3H12NO3", "method": "the ωB97M-V functional and the def2-TZVPD basis", "lumo_energy_ev": 4.1240, "total_charge": -1, "orbital_gap_ev": 8.480, "e_above_lowest_kj_mol": 136.33, "elements": ["C", "N", "C", "C", "O", "H", "H", "H", "H", "H", "H", "H", "H", "H", "H", "O", "H", "H", "O"], "coordinates": [[-0.4661, -0.6188, -1.5399], [-1.1937, -0.9369, -0.2433], [-0.3424, -1.6465, 0.7278], [1.1100, -1.1355, 0.9824], [1.1088, 0.2169, 1.6361], [-0.9082, 0.1824, -2.0230], [0.5418, -0.4211, -1.2654], [-0.6105, -1.5051, -2.2466], [-1.3996, -0.0185, 0.1469], [-0.9316, -1.6364, 1.6904], [-0.2584, -2.7069, 0.3817], [1.7030, -1.7943, 1.6319], [1.6845, -1.0580, 0.0559], [-1.1297, 2.4655, 1.6304], [0.2868, 0.8939, 1.4532], [-0.7551, 1.9643, 0.9032], [1.1190, 2.9354, -1.4747], [0.1174, 2.2676, -0.7257], [0.3242, 2.5518, -1.7212]], "mulliken_charge": [-0.8615, -0.5038, -0.6364, -0.3515, -0.6199, 0.4005, 0.2680, 0.2032, 0.4552, 0.3116, 0.2997, 0.3160, 0.2417, 0.1080, 0.4112, -1.0476, 0.2831, 0.3757, -0.6532]}